Density functional theory data (the ωB97M-V functional and the def2-TZVPD basis) for 8 unconnected molecules or ions with the total composition C58H68Cl2F5N3O7PS at a distorted geometry.

The geometry in XYZ format:
```
145
Properties=species:S:1:pos:R:3:mulliken_charge:R:1
C 4.878 -1.190 1.524 -0.68
C 4.854 -2.342 0.517 -0.45
C 3.787 -2.200 -0.543 0.37
O 4.057 -1.695 -1.617 -0.63
O 2.502 -2.629 -0.344 -0.28
C 2.207 -3.147 0.952 -0.50
C 0.742 -3.575 0.935 -0.77
C 0.094 -3.573 2.316 -0.41
O 1.053 -4.087 3.180 -0.11
C -0.471 -2.215 2.771 0.69
Cl -0.370 -1.906 4.513 -0.04
N -1.827 -2.170 2.243 1.29
C -1.785 -1.372 0.950 -0.53
C -3.072 -0.789 0.365 -1.56
C -3.834 0.289 1.160 -0.94
S -2.894 1.217 2.361 1.21
O -2.489 0.460 3.496 -0.50
O -3.763 2.298 2.702 -0.71
O -1.635 1.864 1.624 -0.39
C -2.187 -3.508 2.152 -0.79
N -3.438 -3.917 1.964 0.42
P -4.818 -2.708 2.171 0.22
O -4.265 -2.066 3.527 -0.46
Cl -6.360 -3.843 2.926 -0.21
C -3.829 -5.277 1.644 0.07
F -4.374 -5.902 2.708 -0.30
F -2.769 -6.028 1.272 -0.30
C -4.777 -5.324 0.405 0.53
F -5.024 -6.618 0.138 -0.27
F -4.045 -4.807 -0.622 -0.25
N -1.157 -4.364 2.291 0.44
C -1.292 -5.229 3.527 -1.45
C -0.656 -6.618 3.364 -0.62
C -0.041 -7.000 4.696 -0.09
F 0.881 -8.005 4.506 -0.34
H 4.701 -0.233 1.054 -0.07
H 4.213 -1.333 2.367 0.33
H 5.879 -1.137 1.936 0.40
H 4.829 -3.284 1.055 0.41
H 5.788 -2.321 -0.022 0.40
H 2.376 -2.378 1.701 0.12
H 2.806 -4.030 1.118 0.60
H 0.241 -2.990 0.170 0.20
H 0.715 -4.603 0.590 0.33
H 1.529 -3.366 3.603 0.18
H 0.224 -1.474 2.393 -0.01
H -1.428 -2.043 0.180 0.19
H -1.093 -0.551 1.027 0.74
H -3.745 -1.549 -0.010 0.66
H -2.739 -0.286 -0.540 0.70
H -4.155 1.039 0.445 0.19
H -4.753 -0.062 1.602 0.42
H -1.847 1.965 0.686 0.34
H -5.008 -1.633 3.975 0.42
H -5.693 -4.750 0.511 0.30
H -2.336 -5.396 3.742 0.93
H -0.901 -4.720 4.397 0.54
H -1.450 -7.323 3.163 0.37
H 0.106 -6.617 2.598 0.30
H 0.490 -6.162 5.141 -0.02
H -0.793 -7.326 5.407 0.34
C 1.845 1.714 5.156 -0.78
C 3.203 1.942 4.975 -0.45
C 3.763 1.850 3.707 -0.47
C 2.962 1.536 2.619 -0.52
C 1.605 1.307 2.800 -0.46
C 1.045 1.394 4.069 -0.12
H 1.411 1.787 6.144 0.45
H 3.826 2.195 5.823 0.42
H 4.821 2.027 3.568 0.45
H 3.396 1.473 1.629 0.67
H 0.980 1.068 1.947 0.41
H -0.014 1.215 4.207 0.42
C -0.870 -0.805 -4.412 -0.58
C -0.614 0.044 -5.481 -0.41
C -1.557 0.991 -5.859 -0.63
C -2.756 1.092 -5.168 -0.32
C -3.013 0.246 -4.102 -0.50
C -2.071 -0.701 -3.726 -0.28
H -0.135 -1.542 -4.116 0.42
H 0.323 -0.031 -6.017 0.40
H -1.356 1.650 -6.694 0.42
H -3.491 1.832 -5.459 0.55
H -3.949 0.326 -3.562 0.41
H -2.280 -1.364 -2.893 0.51
C -1.867 6.001 -5.153 -0.29
C -2.507 7.231 -5.114 -0.47
C -3.870 7.297 -4.857 -0.33
C -4.591 6.134 -4.632 -0.54
C -3.950 4.904 -4.668 -0.13
C -2.589 4.837 -4.933 -0.38
H -0.804 5.950 -5.355 0.39
H -1.944 8.140 -5.284 0.37
H -4.370 8.257 -4.833 0.37
H -5.653 6.185 -4.427 0.39
H -4.514 3.996 -4.490 0.33
H -2.090 3.877 -4.964 0.29
C 5.408 -5.253 6.589 -0.38
C 5.099 -3.909 6.744 -0.50
C 3.842 -3.440 6.389 -0.60
C 2.892 -4.320 5.887 -0.12
C 3.200 -5.666 5.733 -0.15
C 4.460 -6.131 6.082 -0.68
H 6.388 -5.617 6.864 0.38
H 5.838 -3.226 7.141 0.39
H 3.602 -2.391 6.504 0.47
H 1.909 -3.951 5.618 0.54
H 2.464 -6.355 5.341 0.27
H 4.702 -7.178 5.960 0.40
C 2.573 5.701 -6.280 -0.38
C 2.149 7.014 -6.130 -0.28
C 2.599 7.993 -7.004 -0.43
C 3.467 7.658 -8.033 -0.36
C 3.889 6.344 -8.185 -0.37
C 3.445 5.366 -7.306 -0.40
H 2.224 4.938 -5.595 0.39
H 1.468 7.275 -5.330 0.41
H 2.273 9.018 -6.884 0.36
H 3.815 8.420 -8.717 0.36
H 4.565 6.083 -8.988 0.36
H 3.778 4.343 -7.422 0.35
C -6.155 2.602 -1.601 -0.07
C -7.090 2.655 -2.625 -0.28
C -8.215 3.455 -2.497 -0.50
C -8.403 4.209 -1.348 -0.39
C -7.469 4.159 -0.324 -0.54
C -6.347 3.352 -0.446 -0.44
H -5.274 1.977 -1.703 0.23
H -6.940 2.074 -3.527 0.38
H -8.946 3.492 -3.294 0.38
H -9.279 4.837 -1.251 0.38
H -7.615 4.749 0.572 0.39
H -5.619 3.311 0.356 0.46
C 8.109 1.579 -1.311 -0.41
C 7.709 2.875 -1.014 -0.39
C 6.362 3.205 -1.021 -0.52
C 5.413 2.236 -1.320 -0.48
C 5.810 0.938 -1.615 -0.24
C 7.160 0.612 -1.614 -0.50
H 9.161 1.324 -1.309 0.38
H 8.449 3.628 -0.777 0.38
H 6.051 4.217 -0.796 0.38
H 4.360 2.493 -1.323 0.44
H 5.072 0.183 -1.846 0.57
H 7.472 -0.398 -1.849 0.40
```

HOMO-LUMO gap in eV: 6.8
LUMO in eV: -3.69
Net charge: +1